C7H3N3S | ωB97M-V/def2-TZVPD

ORCA input file:
```
! wB97M-V def2-TZVPD RIJCOSX def2/J DEFGRID3
* xyz 0 1
C -1.8511 -0.2494 0.1048
C -1.3592 1.0239 0.0437
C -0.9639 -1.3585 -0.0151
C 0.0567 1.1926 0.1135
C 0.7835 0.0826 0.8666
C 0.3591 -1.1597 0.2354
C 2.3576 -0.0082 0.0910
N 2.0038 0.4031 1.2816
N 0.9237 1.4895 -0.8042
N 2.0647 1.1363 -1.0401
S 1.8690 -1.7166 -0.4691
H -2.9159 -0.4222 0.0693
H -2.0005 1.8813 -0.0725
H -1.3276 -2.2946 -0.4049
*
```

Calculated values
E_LUMO: -1.74 eV
Largest force on an atom: 2.60 eV/A
Kohn-Sham gap: 6.632 eV
ΔE to the lowest compared entry with this formula, charge and spin: 3.241 eV
Electronic energy: -22604.72718 eV
HOMO: -8.3762 eV

Now the natural (NBO) charges, all in e:
1. C -0.238
2. C -0.177
3. C -0.218
4. C -0.053
5. C 0.219
6. C -0.222
7. C 0.238
8. N -0.356
9. N -0.005
10. N -0.195
11. S 0.323
12. H 0.224
13. H 0.228
14. H 0.232